# 1
A cluster of 3 separate species, C4H13NO2 in total at a distorted geometry, computed with ωB97M-V/def2-TZVPD.

Summary:
Energy above the lowest of the compared OMol25 structures with the same formula, charge and spin: 34.41 kcal/mol
E_LUMO: 0.629 eV
Kohn-Sham gap: 9.20 eV
Max |F|: 1.32 eV/A
Structure (SMILES): C=C(C)NC.O.O

The geometry in XYZ format:
```
20
Properties=species:S:1:pos:R:3:lowdin_charge:R:1
C 1.703 0.549 -0.677 -0.042
C 0.230 0.245 -0.570 -0.433
C -0.585 0.348 -1.628 0.027
C 0.087 0.339 1.843 -0.117
N -0.169 -0.444 0.622 -0.057
H 1.909 1.170 -1.542 0.083
H 2.086 0.775 0.319 0.068
H 2.210 -0.410 -0.855 0.072
H -0.242 0.936 -2.472 0.054
H -1.453 -0.239 -1.852 0.055
H -0.746 0.386 2.527 0.071
H 0.917 -0.127 2.384 0.078
H 0.409 1.363 1.671 0.078
H -1.162 -0.600 0.528 0.090
H 1.191 -2.814 -0.092 0.025
H 1.433 -2.835 -1.574 0.036
O 1.901 -2.935 -0.737 -0.065
H -2.557 1.110 0.475 -0.004
H -3.733 1.672 1.264 0.035
O -3.428 1.512 0.365 -0.055
```


# 2
A cluster of 2 separate species, C5H12S in total at a distorted geometry, computed with ωB97M-V/def2-TZVPD.

Summary:
Energy above the lowest of the compared OMol25 structures with the same formula, charge and spin: 57.26 kcal/mol
E_LUMO: 0.907 eV
Kohn-Sham gap: 9.60 eV
Max |F|: 5.54 eV/A
Structure (SMILES): C=CC.CCS

The geometry in XYZ format:
```
18
Properties=species:S:1:pos:R:3:lowdin_charge:R:1
C 2.115 -1.504 1.010 -0.213
C 1.570 -0.159 0.803 -0.538
S 1.235 0.138 -1.034 0.718
H 1.970 -2.165 0.263 0.002
H 3.174 -1.585 1.378 0.093
H 1.392 -2.073 1.801 0.128
H 2.385 0.574 0.955 0.073
H 0.535 -0.064 1.184 0.049
H 2.336 -0.417 -1.195 -0.218
C -1.456 1.660 0.051 -0.178
C -2.221 0.402 -0.343 -0.255
C -2.114 -0.096 -1.636 -0.060
H -2.126 2.502 0.341 0.073
H -0.639 1.903 -0.695 0.037
H -0.933 1.506 1.055 0.067
H -2.928 -0.089 0.437 0.114
H -2.683 -1.025 -1.955 0.063
H -1.612 0.494 -2.419 0.046
```


# 3
A cluster of 2 separate species, C3H7NOS in total at a distorted geometry, computed with ωB97M-V/def2-TZVPD.

Summary:
Energy above the lowest of the compared OMol25 structures with the same formula, charge and spin: 152.42 kcal/mol
E_LUMO: -4.573 eV
Kohn-Sham gap: 3.94 eV
Max |F|: 1.49 eV/A

The geometry in XYZ format:
```
13
Properties=species:S:1:pos:R:3:lowdin_charge:R:1
O 0.029 -1.781 -1.461 0.020
C -0.952 -1.047 -1.397 -0.516
N -1.021 0.103 -2.070 0.138
C 1.569 0.718 -0.095 -0.186
C 0.427 1.281 0.714 -0.708
S -0.050 0.288 2.091 0.736
H -1.880 -1.312 -0.846 0.125
H -1.889 0.287 -2.570 0.049
H 2.328 0.370 0.608 0.067
H 1.255 -0.261 -0.504 0.040
H 0.674 2.245 1.179 0.082
H -0.505 1.318 0.098 0.070
H 1.954 1.339 -0.900 0.082
```


# 4
A cluster of 12 separate species, C40H108N4O24 in total at a distorted geometry, computed with ωB97M-V/def2-TZVPD.

Summary:
Energy above the lowest of the compared OMol25 structures with the same formula, charge and spin: 144.70 kcal/mol
E_LUMO: 0.085 eV
Kohn-Sham gap: 8.77 eV
Max |F|: 4.48 eV/A
Structure (SMILES): COCCNCCOC.COCCNCCOC.COCCNCCOC.COCCNCCOC.OCCO.OCCO.OCCO.OCCO.OCCO.OCCO.OCCO.OCCO

The geometry in XYZ format:
```
176
Properties=species:S:1:pos:R:3:lowdin_charge:R:1
C -17.313 3.982 -24.908 -0.071
O -16.667 2.835 -24.338 -0.209
C -15.844 2.112 -25.163 -0.251
C -15.071 0.993 -24.352 -0.184
N -13.753 1.407 -23.903 -0.058
C -13.128 0.364 -23.112 -0.246
C -11.642 0.583 -22.841 -0.202
O -10.943 0.932 -24.070 -0.186
C -9.569 1.279 -23.841 -0.107
H -18.195 3.758 -25.508 0.084
H -16.548 4.456 -25.523 0.088
H -17.617 4.572 -24.043 0.080
H -15.104 2.755 -25.639 0.109
H -16.414 1.786 -26.033 0.116
H -15.100 0.105 -24.983 0.109
H -15.768 0.839 -23.528 0.118
H -13.075 1.567 -24.634 0.102
H -13.206 -0.598 -23.619 0.111
H -13.651 0.311 -22.157 0.123
H -11.327 -0.319 -22.316 0.123
H -11.752 1.415 -22.146 0.118
H -9.472 2.199 -23.264 0.085
H -9.035 1.541 -24.753 0.079
H -8.965 0.458 -23.454 0.084
C -1.368 11.642 -22.932 -0.161
O -2.603 11.668 -23.558 -0.169
C -2.791 10.428 -24.296 -0.207
C -4.179 10.152 -24.866 -0.218
N -5.076 9.814 -23.778 -0.065
C -6.500 9.522 -24.118 -0.203
C -7.303 8.971 -22.999 -0.244
O -8.021 9.827 -22.114 -0.172
C -7.149 10.707 -21.347 -0.079
H -1.205 12.602 -22.442 0.089
H -0.535 11.559 -23.631 0.084
H -1.183 10.865 -22.191 0.086
H -2.518 9.622 -23.615 0.110
H -2.056 10.326 -25.094 0.116
H -4.102 9.503 -25.737 0.121
H -4.533 11.068 -25.340 0.116
H -5.110 10.634 -23.190 0.076
H -6.421 8.740 -24.874 0.120
H -6.988 10.397 -24.548 0.127
H -6.816 8.178 -22.432 0.124
H -8.103 8.471 -23.544 0.119
H -7.766 11.480 -20.889 0.085
H -6.448 11.228 -21.999 0.064
H -6.566 10.290 -20.526 0.086
C -13.431 10.712 -13.773 -0.156
O -12.670 11.806 -13.483 -0.187
C -11.322 11.447 -13.054 -0.198
C -10.580 12.655 -12.488 -0.236
N -11.381 13.095 -11.373 -0.060
C -10.961 14.461 -10.921 -0.173
C -11.736 14.899 -9.628 -0.211
O -13.059 15.198 -10.087 -0.206
C -13.922 15.586 -8.996 -0.100
H -13.478 10.021 -12.930 0.087
H -12.981 10.238 -14.645 0.088
H -14.459 10.976 -14.022 0.090
H -10.716 11.189 -13.923 0.113
H -11.267 10.550 -12.437 0.120
H -10.405 13.337 -13.320 0.116
H -9.614 12.318 -12.113 0.121
H -12.333 13.193 -11.695 0.095
H -11.108 15.189 -11.719 0.115
H -9.909 14.377 -10.648 0.111
H -11.239 15.764 -9.191 0.111
H -11.760 14.106 -8.881 0.116
H -14.889 16.001 -9.280 0.079
H -13.517 16.314 -8.293 0.083
H -14.175 14.622 -8.556 0.084
C -5.198 11.164 -14.623 -0.107
O -5.242 12.588 -14.690 -0.187
C -4.520 13.171 -13.652 -0.256
C -4.182 14.635 -13.966 -0.175
N -5.452 15.374 -13.722 -0.054
C -5.424 16.724 -14.299 -0.205
C -6.713 16.917 -15.090 -0.282
O -6.839 16.037 -16.131 -0.181
C -7.930 16.293 -16.978 -0.101
H -5.257 10.730 -13.625 0.088
H -4.415 10.706 -15.228 0.086
H -6.081 10.791 -15.141 0.081
H -3.568 12.639 -13.648 0.113
H -5.042 12.988 -12.713 0.124
H -3.896 14.655 -15.018 0.113
H -3.351 15.110 -13.445 0.116
H -6.214 14.844 -14.121 0.090
H -4.652 16.915 -15.044 0.112
H -5.301 17.479 -13.522 0.113
H -6.664 17.914 -15.527 0.119
H -7.535 16.874 -14.374 0.125
H -8.729 15.685 -16.553 0.092
H -7.606 15.970 -17.967 0.089
H -8.246 17.320 -17.162 0.087
C -4.061 -1.752 -15.408 -0.244
C -4.073 -0.755 -14.218 -0.233
O -2.836 -0.734 -13.515 -0.071
O -4.179 -3.078 -14.938 -0.079
H -3.146 -1.763 -16.001 0.116
H -4.941 -1.529 -16.010 0.115
H -4.826 -1.133 -13.526 0.119
H -4.320 0.236 -14.599 0.114
H -2.355 0.027 -13.849 0.081
H -3.432 -3.255 -14.361 0.081
C -2.489 5.643 -20.257 -0.294
C -2.156 4.981 -18.948 -0.233
O -3.089 3.955 -18.555 -0.068
O -3.643 6.392 -20.163 -0.046
H -2.531 4.972 -21.115 0.122
H -1.620 6.267 -20.470 0.113
H -2.186 5.691 -18.121 0.116
H -1.108 4.687 -18.903 0.119
H -3.932 4.384 -18.390 0.079
H -3.787 6.922 -20.950 0.089
C -10.284 -3.545 -16.371 -0.286
C -11.515 -4.365 -16.494 -0.255
O -12.273 -3.903 -17.621 -0.065
O -10.719 -2.346 -15.836 -0.048
H -9.640 -3.415 -17.241 0.127
H -9.605 -4.097 -15.722 0.121
H -12.147 -4.391 -15.607 0.123
H -11.187 -5.397 -16.621 0.113
H -12.831 -4.628 -17.911 0.081
H -11.187 -1.905 -16.549 0.089
C -14.713 5.440 -8.763 -0.268
C -13.305 5.294 -8.145 -0.236
O -13.275 6.101 -6.989 -0.071
O -14.937 4.417 -9.699 -0.061
H -14.958 6.399 -9.219 0.111
H -15.465 5.487 -7.975 0.117
H -12.456 5.397 -8.822 0.119
H -13.230 4.281 -7.751 0.119
H -13.223 7.030 -7.226 0.086
H -15.803 4.067 -9.476 0.085
C -14.937 6.258 -20.958 -0.230
C -16.362 5.972 -20.538 -0.227
O -16.745 4.553 -20.588 -0.078
O -14.596 5.825 -22.315 -0.062
H -14.345 5.897 -20.117 0.112
H -14.804 7.339 -20.906 0.116
H -17.008 6.581 -21.170 0.112
H -16.529 6.319 -19.519 0.116
H -16.910 4.330 -21.507 0.057
H -14.481 4.872 -22.337 0.073
C -13.167 -1.529 -8.777 -0.267
C -12.810 -1.837 -10.220 -0.260
O -11.504 -1.388 -10.479 -0.057
O -14.444 -1.994 -8.392 -0.061
H -13.118 -0.451 -8.624 0.118
H -12.420 -1.895 -8.073 0.118
H -13.529 -1.261 -10.802 0.118
H -12.928 -2.886 -10.491 0.121
H -11.382 -1.327 -11.430 0.088
H -14.629 -1.500 -7.591 0.083
C -10.467 4.165 -15.749 -0.233
C -9.418 4.853 -16.664 -0.233
O -8.158 4.432 -16.218 -0.086
O -10.189 4.486 -14.396 -0.072
H -10.467 3.076 -15.788 0.121
H -11.428 4.564 -16.075 0.110
H -9.289 5.918 -16.470 0.114
H -9.512 4.734 -17.743 0.120
H -8.216 4.357 -15.263 0.069
H -10.838 3.992 -13.891 0.090
C -17.602 1.541 -15.638 -0.210
C -16.623 0.630 -16.344 -0.327
O -15.700 1.352 -16.962 -0.033
O -18.579 2.149 -16.559 -0.076
H -17.090 2.344 -15.107 0.115
H -18.144 1.040 -14.836 0.114
H -17.201 0.018 -17.037 0.129
H -16.051 0.105 -15.579 0.129
H -16.076 1.821 -17.711 0.096
H -18.059 2.724 -17.125 0.062
```


# 5
The ion C24H31N2O5 with charge +1 at a distorted geometry, computed with ωB97M-V/def2-TZVPD.

Summary:
Energy above the lowest of the compared OMol25 structures with the same formula, charge and spin: 1.23 kcal/mol
Total charge: +1
E_LUMO: -2.233 eV
Kohn-Sham gap: 9.72 eV
Max |F|: 1.01 eV/A
Structure (SMILES): CCCOC(=O)c1ccc(OC[C@@H](O)C[NH+]2CCN(C(=O)c3ccccc3)CC2)cc1

The geometry in XYZ format:
```
62
Properties=species:S:1:pos:R:3:lowdin_charge:R:1
C 0.493 4.554 7.509 -0.101
C 0.337 3.556 6.369 -0.229
C 1.654 2.835 6.093 -0.168
H 2.439 3.545 5.822 0.134
H 1.958 2.259 6.972 0.132
O 1.547 1.952 4.972 0.001
C 1.052 0.738 5.205 -0.453
O 0.702 0.333 6.284 0.127
C 0.989 -0.091 3.966 -0.109
C 0.558 -1.407 4.080 0.018
C 0.482 -2.228 2.969 0.004
C 0.843 -1.722 1.730 -0.233
C 1.273 -0.403 1.605 0.001
C 1.349 0.408 2.718 0.009
H 1.688 1.427 2.627 0.125
H 1.564 -0.031 0.634 0.104
O 0.800 -2.446 0.545 -0.095
C 0.383 -3.801 0.580 -0.119
C 0.458 -4.358 -0.857 -0.341
O 0.046 -5.692 -0.908 0.018
H 0.658 -6.265 -0.432 0.121
C -0.512 -3.613 -1.793 -0.050
N -0.194 -2.173 -1.906 -0.101
H 0.187 -1.908 -0.966 0.145
C -1.378 -1.330 -2.185 -0.063
H -2.151 -1.534 -1.444 0.145
H -1.759 -1.583 -3.178 0.154
C -0.985 0.154 -2.133 -0.115
N 0.080 0.418 -3.062 -0.055
C -0.102 0.945 -4.334 -0.399
O 0.678 0.674 -5.219 0.107
C -1.243 1.873 -4.505 -0.160
C -1.996 1.796 -5.674 -0.011
C -3.025 2.692 -5.896 -0.059
C -3.293 3.685 -4.967 -0.063
C -2.527 3.785 -3.817 -0.064
C -1.506 2.882 -3.580 -0.044
H -0.887 2.982 -2.700 0.120
H -2.720 4.573 -3.105 0.110
H -4.089 4.391 -5.146 0.110
H -3.610 2.625 -6.800 0.111
H -1.762 1.032 -6.400 0.121
C 1.240 -0.413 -2.840 -0.103
C 0.865 -1.893 -2.906 -0.062
H 1.736 -2.513 -2.698 0.141
H 0.483 -2.133 -3.901 0.153
H 1.965 -0.186 -3.625 0.140
H 1.676 -0.174 -1.865 0.129
H -1.855 0.761 -2.382 0.128
H -0.659 0.411 -1.117 0.136
H -1.518 -3.739 -1.388 0.149
H -0.487 -4.088 -2.776 0.154
H 1.493 -4.246 -1.219 0.158
H -0.646 -3.886 0.953 0.150
H 1.042 -4.387 1.232 0.148
H 0.149 -3.247 3.087 0.112
H 0.285 -1.779 5.055 0.130
H -0.421 2.815 6.628 0.112
H 0.017 4.071 5.461 0.114
H -0.450 5.058 7.697 0.074
H 0.799 4.046 8.420 0.078
H 1.242 5.303 7.264 0.075
```


# 6
An isolated molecule of C27H30N6O5S at a distorted geometry, computed with ωB97M-V/def2-TZVPD.

Summary:
Energy above the lowest of the compared OMol25 structures with the same formula, charge and spin: 9.61 kcal/mol
E_LUMO: 0.261 eV
Kohn-Sham gap: 7.90 eV
Max |F|: 1.34 eV/A
Structure (SMILES): COc1ccc(C(=O)NCCc2nnc3ccc(SCC(=O)NCCc4ccc(OC)c(OC)c4)nn23)cc1

The geometry in XYZ format:
```
69
Properties=species:S:1:pos:R:3:lowdin_charge:R:1
C 4.818 6.309 4.546 -0.081
H 5.173 5.329 4.880 0.097
O 4.722 6.373 3.142 -0.075
C 3.873 5.531 2.506 -0.271
C 3.073 4.577 3.130 -0.004
C 2.245 3.775 2.370 -0.005
C 2.201 3.885 0.983 -0.142
C 2.995 4.852 0.364 -0.024
C 3.815 5.662 1.115 0.007
H 4.427 6.419 0.650 0.120
H 2.952 5.000 -0.705 0.112
C 1.285 2.983 0.247 -0.424
O 0.307 2.474 0.780 0.031
N 1.585 2.752 -1.051 0.077
H 2.472 3.059 -1.416 0.135
C 0.811 1.835 -1.853 -0.158
H -0.217 1.869 -1.484 0.110
H 0.836 2.164 -2.894 0.131
C 1.337 0.395 -1.736 -0.087
C 0.472 -0.540 -2.488 -0.312
N 0.780 -1.206 -3.574 0.082
N -0.266 -1.930 -3.965 0.059
C -1.248 -1.711 -3.116 -0.285
C -2.574 -2.185 -3.025 0.041
C -3.337 -1.699 -2.013 -0.062
C -2.777 -0.757 -1.096 -0.572
N -1.546 -0.331 -1.148 0.140
N -0.816 -0.814 -2.151 0.037
S -3.836 -0.107 0.124 1.013
C -2.682 0.841 1.158 -0.338
H -2.043 1.451 0.524 0.059
H -3.317 1.467 1.784 0.090
C -1.898 -0.127 2.033 -0.576
O -2.458 -0.979 2.698 0.012
N -0.571 0.038 1.981 0.087
H -0.188 0.812 1.449 0.088
C 0.335 -0.778 2.755 -0.163
H 0.912 -0.138 3.432 0.120
H -0.278 -1.451 3.358 0.120
C 1.312 -1.573 1.881 -0.128
C 0.677 -2.417 0.802 -0.226
C 1.409 -2.745 -0.325 -0.062
C 0.865 -3.531 -1.331 -0.023
C -0.441 -3.979 -1.244 -0.223
C -1.198 -3.650 -0.098 -0.196
C -0.623 -2.901 0.913 0.035
H -1.202 -2.681 1.792 0.093
O -2.483 -4.105 -0.088 -0.075
C -3.253 -3.910 1.077 -0.068
H -2.817 -4.436 1.933 0.103
H -4.230 -4.333 0.853 0.096
H -3.366 -2.852 1.331 0.061
O -1.083 -4.731 -2.183 -0.081
C -0.365 -5.112 -3.334 -0.083
H 0.511 -5.716 -3.076 0.096
H -1.057 -5.715 -3.920 0.094
H -0.056 -4.238 -3.918 0.068
H 1.466 -3.764 -2.195 0.110
H 2.426 -2.394 -0.433 0.116
H 2.016 -0.879 1.413 0.105
H 1.894 -2.221 2.543 0.122
H -4.359 -2.006 -1.866 0.110
H -2.930 -2.905 -3.742 0.129
H 1.330 0.108 -0.683 0.099
H 2.351 0.321 -2.130 0.125
H 1.613 3.041 2.848 0.118
H 3.084 4.455 4.201 0.106
H 5.546 7.069 4.825 0.095
H 3.860 6.533 5.025 0.097
```


# 7
A cluster of 2 separate species, C2H3ClF3NOS in total at a distorted geometry, computed with ωB97M-V/def2-TZVPD.

Summary:
Energy above the lowest of the compared OMol25 structures with the same formula, charge and spin: 91.14 kcal/mol
E_LUMO (alpha / beta): -2.516 / -2.534 eV
Kohn-Sham gap (alpha / beta): 8.20 / 8.16 eV
Max |F|: 3.17 eV/A

The geometry in XYZ format:
```
12
Properties=species:S:1:pos:R:3:lowdin_charge:R:1
C 0.462 0.520 0.851 0.083
C 0.989 -0.875 1.109 -0.774
N 0.447 0.539 -1.637 -0.162
O -1.571 0.396 -3.117 -0.254
F 2.229 -0.916 0.732 0.008
F -1.924 1.384 -0.871 -0.251
F -1.799 -0.813 -1.090 -0.213
S -1.015 0.372 -1.838 0.569
Cl 0.929 -0.885 2.946 0.646
H 1.247 1.341 1.005 0.127
H -0.519 0.756 1.247 0.069
H 0.525 -1.819 0.663 0.152
```


# 8
A cluster of 2 separate species, C4H12 in total at a distorted geometry, computed with ωB97M-V/def2-TZVPD.

Summary:
Energy above the lowest of the compared OMol25 structures with the same formula, charge and spin: 13.07 kcal/mol
E_LUMO: 1.116 eV
Kohn-Sham gap: 12.53 eV
Max |F|: 1.77 eV/A
Structure (SMILES): CC.CC

The geometry in XYZ format:
```
16
Properties=species:S:1:pos:R:3:lowdin_charge:R:1
C 0.046 2.591 -1.330 -0.156
C 0.347 1.531 -0.270 -0.183
H -0.232 2.110 -2.269 0.061
H -0.900 3.062 -1.051 0.061
H 0.885 3.268 -1.434 0.060
H 1.419 1.296 -0.266 0.068
H -0.098 0.566 -0.456 0.022
H 0.198 1.831 0.767 0.071
C -0.404 -1.424 1.185 -0.172
C -0.012 -2.691 0.386 -0.148
H -1.136 -1.549 1.979 0.064
H 0.563 -1.023 1.501 0.064
H -0.806 -0.602 0.607 0.017
H -0.899 -3.317 0.424 0.055
H 0.238 -2.411 -0.631 0.059
H 0.793 -3.238 0.859 0.057
```